(1)
A cluster of 3 separate species, C16H43N4O8P2 in total at a distorted geometry. Source: the OMol25 dataset; level of theory: ωB97M-V/def2-TZVPD.

HOMO energy: -11.964 eV
Orbital gap: 0.279 Eh
Total charge: +1

Atoms and positions in Å:
C -4.44890 0.12681 -1.00075
N -3.79792 -1.19122 -1.20145
C -2.32899 -1.06028 -1.32339
N -1.55755 -1.91534 -0.38619
C -1.38744 -1.58223 0.86313
N -1.89055 -0.41812 1.49620
N -0.64162 -2.51834 1.67754
C 0.79712 -2.03832 1.75451
H -4.19523 0.82287 -1.85008
H -5.56206 -0.00422 -0.93801
H -4.03866 0.64122 -0.07603
H -3.95937 -1.80961 -0.40519
H -2.05232 -1.40896 -2.36078
H -2.01159 0.02256 -1.28518
H -1.16475 -2.78564 -0.75460
H -1.97952 0.37697 0.86430
H -2.73371 -0.59046 2.04302
H -1.00345 -2.34215 2.62277
H 1.44621 -2.65881 1.08384
H 0.86949 -0.97265 1.40546
H 1.18607 -2.10813 2.80066
O 3.28216 -1.29936 -5.88271
P 1.96177 -0.70219 -6.36001
O 1.09912 -2.10716 -6.60978
C 1.11161 -3.15980 -5.65360
C -0.08595 -3.08372 -4.72629
O 2.39680 -0.35782 -7.91192
C 3.76995 -0.19108 -8.26503
C 4.34452 -1.48953 -8.79976
O 0.56965 0.21697 -6.68956
C -0.47654 0.31008 -5.74288
C -0.00492 0.76629 -4.37734
H 2.03561 -3.17116 -5.07123
H 1.07228 -4.09671 -6.21416
H -0.03697 -2.19082 -4.09441
H -0.12103 -3.95633 -4.06692
H -1.01919 -3.04468 -5.29248
H 4.34787 0.18569 -7.41946
H 3.81655 0.57414 -9.04368
H 4.13905 -2.33042 -8.13497
H 5.42422 -1.40773 -8.93674
H 3.88869 -1.73568 -9.76194
H -1.01043 -0.64029 -5.69024
H -1.19062 1.03976 -6.13341
H 0.77926 0.11165 -3.98062
H -0.84029 0.77403 -3.67263
H 0.41201 1.77378 -4.43250
O 1.83376 2.14867 6.04984
P 0.41989 1.74058 6.45277
O -0.43315 3.00902 5.78775
C -0.16345 3.46952 4.46882
C -1.11050 2.85130 3.45887
O 0.46516 2.22510 8.02695
C 1.71044 2.37171 8.71026
C 2.18255 3.81253 8.65491
O -1.03937 0.97269 6.87312
C -1.83527 0.34146 5.89066
C -1.06903 -0.67366 5.06660
H 0.87151 3.28194 4.17470
H -0.30489 4.55277 4.47718
H -0.94197 1.77350 3.37048
H -0.96257 3.29282 2.46883
H -2.15171 3.00665 3.75130
H 2.45973 1.68784 8.30803
H 1.54784 2.08290 9.75144
H 2.16632 4.20799 7.63770
H 3.19616 3.90314 9.04916
H 1.52021 4.44940 9.24631
H -2.31222 1.09594 5.26271
H -2.64329 -0.16972 6.42051
H -0.19387 -0.22485 4.58349
H -1.71453 -1.09581 4.29228
H -0.70821 -1.48728 5.69984

Löwdin atomic charge list, values in e, 4 entries:
1. C -0.12
2. N -0.10
3. C -0.19
4. N 0.16

(2)
An isolated molecule of C3H6O2. Source: the OMol25 dataset; level of theory: ωB97M-V/def2-TZVPD.

HOMO energy (spin up / spin down): -7.781 / -7.781 eV
Energy above the lowest of the compared OMol25 structures with the same formula, charge and spin: 4.538 eV
Orbital gap (spin up / spin down): 0.272 / 0.272 Eh
Total charge: 0

Atoms and positions in Å:
C -0.04416 -1.49998 1.14470
O -0.47436 -0.66735 0.05050
C 0.11531 0.46137 -0.14968
C -0.17266 1.39173 -1.25002
O -0.18314 2.62574 -0.85610
H 0.69277 -2.21280 0.76947
H 0.38285 -0.88500 1.94117
H -0.93069 -2.02385 1.49936
H 0.76692 1.01045 -1.84895
H 0.83902 0.80874 0.59591
H -0.99186 0.99094 -1.89638

natural (NBO) atomic charge list, values in e, 4 entries:
1. C -0.26
2. O -0.42
3. C 0.45
4. C -0.10